1.
Density functional theory data (ωB97M-V with the def2-TZVPD basis set) for 4 unconnected molecules or ions with the total composition C19H48B2N2O11S2.

Last column: Löwdin charge in e.
Geometry (Å):
C: 5.24175 -1.93281 -2.20793  -0.0854
C: 4.38421 -3.09355 -1.68491  -0.2229
C: 3.73891 -2.81027 -0.30619  -0.1544
C: 2.24893 -2.37779 -0.49138  -0.2699
C: 1.41778 -3.65182 -0.38851  -0.0350
C: 1.88371 -1.22786 0.49558  -0.1948
B: 2.23326 -1.86252 1.92695  -0.5615
N: 3.50044 -1.55855 2.60401  0.1790
O: 1.41875 -2.84100 2.46439  0.1388
O: 2.85039 -0.19575 0.06536  -0.1689
S: 3.01949 1.16189 0.84474  0.6160
O: 3.98775 1.13111 1.88608  -0.2398
O: 3.16111 2.17125 -0.15775  -0.2355
C: 1.36277 1.37295 1.52823  -0.3441
S: 1.09570 3.14395 1.86695  0.6347
C: 0.06205 3.09266 3.33267  -0.1119
O: 2.31682 3.78477 2.24827  -0.2908
O: 0.34455 3.68024 0.77156  -0.2904
C: 0.42781 0.88576 0.41598  -0.1314
C: 0.41616 -0.65871 0.29433  -0.3435
C: -0.08952 -0.89171 -1.14744  -0.0017
B: -1.38284 -0.07314 -1.53341  -0.6449
O: -1.21858 1.05570 -2.27724  0.1837
O: -2.68259 -0.45832 -1.18386  0.1384
N: -0.50322 -1.10438 1.32762  0.0077
C: -1.34914 -2.26655 1.18952  -0.2619
C: -2.41618 -2.20685 2.28560  -0.0724
H: 4.73617 -1.35172 -2.97380  0.0435
H: 6.18250 -2.28501 -2.62967  0.0665
H: 5.50737 -1.23781 -1.41314  0.0740
H: 3.62247 -3.37303 -2.41228  0.0982
H: 5.03331 -3.96259 -1.56758  0.0988
H: 3.77555 -3.73592 0.26771  0.1143
H: 4.32594 -2.03497 0.17030  0.0960
H: 2.22075 -1.98206 -1.50397  0.1161
H: 1.63150 -4.21939 0.51338  0.0815
H: 0.34327 -3.52517 -0.46503  0.0599
H: 1.71199 -4.29557 -1.22044  0.0950
H: 3.41918 -0.80607 3.28204  0.0759
H: 3.76266 -2.38353 3.13671  0.0839
H: 1.32148 -2.69644 3.40317  0.1075
H: 1.22570 0.79730 2.44160  0.1139
H: 0.07596 2.08252 3.73061  0.0579
H: -0.93506 3.40742 3.04783  0.0650
H: 0.52347 3.76161 4.05018  0.0688
H: -0.57717 1.22071 0.66243  0.1295
H: 0.78497 1.37448 -0.48537  0.1267
H: -0.25575 -1.94268 -1.37397  0.1068
H: 0.71302 -0.56006 -1.80502  0.1003
H: -2.02258 1.58653 -2.26746  0.0830
H: -2.91086 -0.16892 -0.29911  0.0905
H: -0.89275 -0.36759 1.88683  0.1074
H: -1.86073 -2.33999 0.22910  0.1062
H: -0.76162 -3.16436 1.37987  0.0968
H: -1.94393 -2.45669 3.23803  0.0736
H: -3.21550 -2.92140 2.11045  0.0782
H: -2.81044 -1.19633 2.37493  0.0441
C: 1.19824 -0.16107 -5.65378  -0.0834
C: 1.84509 0.15378 -4.31859  -0.2917
O: 2.50078 -0.99088 -3.76292  -0.0973
H: 0.47352 -0.96870 -5.54369  0.0756
H: 0.68784 0.71470 -6.05604  0.0752
H: 1.94748 -0.48617 -6.38015  0.0715
H: 1.09300 0.46369 -3.59633  0.0915
H: 2.56764 0.96865 -4.42533  0.1176
H: 3.17760 -1.26992 -4.38632  0.0743
C: -5.71272 1.37386 4.18423  -0.0895
C: -5.65139 1.05056 2.70326  -0.3131
O: -4.81854 -0.07680 2.43558  -0.1003
H: -4.71245 1.56715 4.57327  0.0736
H: -6.33559 2.24967 4.36933  0.0752
H: -6.12784 0.53376 4.74526  0.0737
H: -5.22250 1.88376 2.14759  0.1037
H: -6.65610 0.86415 2.31142  0.1112
H: -5.18568 -0.83012 2.90802  0.0823
C: -3.31326 5.21693 -1.76273  -0.0839
C: -4.05080 3.95273 -2.16006  -0.3044
O: -3.69065 2.84650 -1.32942  -0.0863
H: -2.23549 5.06164 -1.81515  0.0791
H: -3.58096 6.04756 -2.41670  0.0752
H: -3.55535 5.49816 -0.73489  0.0727
H: -3.79626 3.66299 -3.17823  0.1134
H: -5.13343 4.10598 -2.11186  0.1090
H: -3.91334 3.07552 -0.42327  0.0784

As for the energy above the lowest of the compared OMol25 structures with the same formula, charge and spin: 0.00 kJ/mol. The total energy comes out at -2536.06063 a.u. The calculation puts the HOMO energy at -8.67 eV. As for the gap between HOMO and LUMO: 8.639 eV.

2.
Density functional theory data (ωB97M-V with the def2-TZVPD basis set) for a molecular structure, C19H48GaN3O7P.

Last column: Löwdin charge in e.
Geometry (Å):
C: 8.58389 0.03647 5.29600  0.0097
C: 8.14138 1.33995 5.92630  -0.5252
O: 8.41571 1.54547 7.04301  0.1296
N: 7.33762 2.27988 5.20686  -0.1099
C: 7.82819 2.56437 3.85296  -0.0686
C: 5.94540 1.74652 5.20330  -0.1901
C: 4.86982 2.79026 5.48786  -0.1838
C: 3.80998 2.30661 6.48514  -0.3066
C: 2.43406 2.16953 5.82798  -0.3668
Ga: 2.16478 0.49901 4.66316  0.1750
P: 3.34059 -1.40521 5.48932  0.5952
O: 2.69868 -2.65234 4.51968  -0.4544
O: 4.94623 -1.31292 4.96756  -0.4548
H: 9.23454 -0.44926 5.99555  0.0752
H: 7.69902 -0.56718 5.13759  0.0780
H: 9.10993 0.16515 4.36354  0.0583
H: 8.46232 1.79033 3.43508  0.0643
H: 8.31072 3.52991 3.82515  0.0732
H: 6.97554 2.64339 3.19302  0.0814
H: 5.74560 1.21785 4.27878  0.1004
H: 5.89045 0.99359 5.97428  0.1003
H: 5.32830 3.71428 5.80043  0.1016
H: 4.37485 2.99556 4.54630  0.0929
H: 4.06640 1.35702 6.93200  0.0775
H: 3.74615 3.05884 7.26856  0.0872
H: 2.19566 3.04864 5.24064  0.0231
H: 1.67518 2.11639 6.60106  0.0202
H: 2.59813 0.70174 3.11638  -0.1189
H: 0.61255 0.09532 4.79605  -0.0994
H: 2.87633 -2.38240 3.60788  -0.0053
H: 5.00245 -0.91137 4.08931  0.0007
C: -2.10605 0.35819 -2.26256  -0.1161
O: -2.88355 -0.64275 -1.63587  -0.1984
C: -2.51733 -1.97227 -1.99600  -0.2186
C: -1.89573 -2.70454 -0.82494  -0.2174
N: -0.57988 -2.16884 -0.50236  -0.0516
C: -0.01666 -2.66788 0.75408  -0.1956
C: -0.73407 -2.31250 2.05362  -0.2268
O: -0.69131 -0.94225 2.38081  -0.2103
C: -1.69466 -0.13737 1.80391  -0.1055
H: -2.56070 1.32122 -2.03273  0.0884
H: -1.07816 0.36654 -1.88682  0.0818
H: -2.09296 0.22720 -3.35027  0.0754
H: -1.85392 -1.98350 -2.86573  0.1231
H: -3.44142 -2.48628 -2.27751  0.1097
H: -1.79544 -3.76387 -1.08091  0.1218
H: -2.58894 -2.62170 0.02294  0.1070
H: -0.64156 -1.16103 -0.44290  0.0687
H: 0.99845 -2.27054 0.82398  0.1181
H: 0.07404 -3.75722 0.68585  0.1150
H: -0.20078 -2.82116 2.86198  0.1229
H: -1.76600 -2.68830 2.08272  0.1092
H: -2.63037 -0.68620 1.65686  0.0852
H: -1.36301 0.29761 0.85512  0.0712
H: -1.88382 0.68869 2.49116  0.0884
C: -5.02202 0.71018 -9.23018  -0.1185
O: -4.68341 1.38307 -8.03324  -0.1943
C: -5.79634 1.95178 -7.35109  -0.2179
C: -6.06086 1.23226 -6.04518  -0.2151
N: -6.57119 -0.11453 -6.27602  -0.0515
C: -6.63143 -0.94667 -5.07507  -0.1968
C: -5.31745 -1.30582 -4.38711  -0.2286
O: -4.47829 -2.16010 -5.14515  -0.1816
C: -3.62496 -1.51206 -6.07071  -0.0986
H: -4.09304 0.44768 -9.73432  0.0876
H: -5.57801 -0.21253 -9.03220  0.0783
H: -5.61004 1.35186 -9.89305  0.0860
H: -6.68901 1.96156 -7.98300  0.1205
H: -5.53495 2.99028 -7.12723  0.1207
H: -6.79880 1.79810 -5.46921  0.1234
H: -5.12103 1.22149 -5.47770  0.1073
H: -5.98058 -0.57622 -6.95495  0.0673
H: -7.11841 -1.88202 -5.36285  0.1178
H: -7.28801 -0.46040 -4.34700  0.1182
H: -5.57080 -1.86922 -3.48513  0.1197
H: -4.76443 -0.42325 -4.04565  0.1072
H: -3.32261 -0.52071 -5.72385  0.0838
H: -4.09147 -1.43563 -7.05676  0.0711
H: -2.72947 -2.12567 -6.17858  0.0884

Its total charge is -1. The total energy comes out at -3709.71957 a.u. The calculation puts the HOMO energy at -3.52 eV. As for the gap between HOMO and LUMO: 5.434 eV.

3.
Density functional theory data (ωB97M-V with the def2-TZVPD basis set) for a molecular structure, C19H49AsF9NO17S5.

Last column: Löwdin charge in e.
Geometry (Å):
N: 2.00835 1.20948 3.54637  0.3556
H: 1.75375 0.65661 2.74038  0.0895
H: 2.43170 2.05803 3.19876  0.1359
H: 2.57315 0.72999 4.23281  0.1469
H: 1.23211 1.50731 4.11981  0.1460
As: 1.10298 0.35880 -0.42533  0.9684
F: 2.85584 -0.10932 -0.47090  -0.2878
F: 1.23903 1.26095 -1.98630  -0.2732
F: -0.63423 0.73716 -0.24783  -0.2518
F: 1.17307 -0.38319 1.21892  -0.3080
F: 1.59033 1.88681 0.44645  -0.3104
F: 0.67506 -1.16567 -1.26658  -0.2653
O: -5.51546 3.35866 0.08270  -0.3034
S: -4.75971 2.24913 0.70754  0.6969
O: -3.95308 2.47132 1.92137  -0.3277
O: -5.73622 0.92822 0.75402  -0.2545
C: -5.82153 0.22567 1.98635  -0.2616
C: -7.31968 -0.20287 2.14888  -0.0471
C: -3.63365 1.55245 -0.53043  -0.1088
H: -5.38170 0.76466 2.82549  0.1021
H: -5.29593 -0.72192 1.86834  0.0885
H: -7.73816 -0.79059 1.33185  0.0782
H: -7.91148 0.70696 2.24924  0.0746
H: -7.46617 -0.82894 3.02904  0.0738
H: -3.17230 0.66974 -0.08763  0.0267
H: -2.94300 2.37574 -0.71290  0.0651
H: -4.17838 1.29266 -1.43811  0.0778
O: -2.66381 -2.60910 -7.13028  -0.3221
S: -2.29659 -2.83887 -5.70333  0.7099
O: -2.10932 -4.13570 -5.10363  -0.2928
O: -0.86347 -1.95644 -5.44923  -0.2747
C: -0.83663 -0.51983 -5.55164  -0.3109
C: 0.53960 -0.04390 -5.52234  -0.0775
C: -3.53608 -1.94728 -4.61326  -0.0871
H: -1.42944 -0.06740 -4.75667  0.1108
H: -1.37769 -0.10679 -6.40297  0.1205
H: 1.26441 -0.68553 -6.02341  0.0936
H: 0.93785 0.12043 -4.52110  0.0654
H: 0.62197 0.98364 -5.87656  0.0886
H: -3.03691 -1.91489 -3.64482  0.0617
H: -4.45008 -2.53906 -4.66329  0.0699
H: -3.73537 -0.97585 -5.06572  0.0605
O: -3.79856 -3.13971 1.88656  -0.3178
S: -3.11972 -2.35153 0.80891  0.7442
O: -3.82766 -2.03410 -0.46946  -0.3052
O: -2.41328 -0.94095 1.44789  -0.2853
C: -1.93778 -0.92818 2.74862  -0.3473
C: -2.49016 0.14518 3.61543  -0.0580
C: -1.55936 -3.17549 0.42542  -0.1127
H: -0.84918 -0.97988 2.76810  0.1000
H: -2.21335 -1.86272 3.23727  0.1124
H: -3.49800 -0.18639 3.86532  0.0793
H: -2.57120 1.13922 3.17565  0.0527
H: -1.93992 0.12821 4.55620  0.0818
H: -0.99324 -2.49014 -0.20537  0.0502
H: -1.75981 -4.12991 -0.06141  0.0631
H: -1.03844 -3.36355 1.36424  0.0749
O: 1.28235 -6.45893 -2.96521  -0.2917
S: 1.08062 -5.20339 -2.22506  0.6899
O: 0.01655 -5.11874 -1.21133  -0.3163
O: 2.50061 -4.78285 -1.51785  -0.2596
C: 2.50802 -3.76736 -0.54229  -0.2735
C: 2.78618 -4.25393 0.94584  -0.0347
C: 0.89553 -3.85143 -3.40382  -0.0931
H: 1.60328 -3.16116 -0.58764  0.0715
H: 3.31220 -3.07102 -0.78001  0.1103
H: 3.60209 -3.70550 1.41660  0.0585
H: 3.07335 -5.30399 0.89113  0.0757
H: 1.90148 -4.15352 1.57459  0.0571
H: -0.18416 -3.79913 -3.54397  0.0438
H: 1.48315 -4.09683 -4.28845  0.0865
H: 1.20250 -2.95508 -2.86491  0.0490
O: 1.83877 7.09527 0.36878  -0.2881
S: 1.54876 5.70217 0.67072  0.6824
O: 2.52611 4.81452 1.24582  -0.3150
O: 0.12283 5.54508 1.56805  -0.2786
C: -0.17344 4.27619 2.14778  -0.3017
C: -1.61702 4.48269 2.58135  -0.0636
C: 0.89529 4.99614 -0.92713  -0.0861
H: 0.46053 4.18628 3.02988  0.1034
H: -0.18388 3.39002 1.51318  0.1037
H: -1.58142 5.24070 3.36382  0.0880
H: -1.99977 3.52371 2.93058  0.0504
H: -2.28046 4.72764 1.75192  0.0870
H: 0.98416 3.90994 -0.90788  0.0333
H: 1.64349 5.25992 -1.67461  0.0663
H: -0.10356 5.37771 -1.13876  0.0731
C: 5.75085 2.01784 3.05311  -0.0591
C: 7.15904 1.32919 2.87881  -0.2014
O: 6.86656 0.31925 1.95351  -0.0290
C: 6.69858 0.66055 0.57218  -0.2312
O: 6.73916 1.77784 0.02520  0.1382
C: 6.46109 -0.67522 -0.27732  -0.5631
F: 5.61493 -0.46589 -1.22243  0.2122
F: 7.67833 -0.83532 -0.83185  0.1480
F: 6.17606 -1.84013 0.34630  0.1514
H: 5.34337 2.33618 2.09357  0.0736
H: 5.67118 2.71904 3.88382  0.0736
H: 5.00802 1.30104 3.40311  0.0400
H: 7.65201 1.01940 3.80029  0.1234
H: 7.84289 2.10006 2.52355  0.1212

The total energy comes out at -7212.60661 a.u. The calculation puts the HOMO energy at -10.85 eV. As for the gap between HOMO and LUMO: 9.204 eV.

| no. | LUMO (eV) |
| --- | --- |
| 1 | -0.029 |
| 2 | 1.910 |
| 3 | -1.644 |